Entry 1:
Below is a 2-piece molecular cluster, C4H9Cl2N2 overall, with properties calculated with wB97M-V/def2-TZVPD.

ORCA input file:
```
! wB97M-V def2-TZVPD RIJCOSX def2/J DEFGRID3
* xyz 1 1
C -2.51292 1.55762 1.24041
C -0.19366 0.49390 0.51248
C 0.95711 0.03421 -0.30823
C 1.12534 -0.03538 -1.71945
N -1.45497 1.19008 0.39177
N 1.92706 -0.35952 0.53189
Cl -0.35290 -2.90194 -0.10047
Cl -1.64178 1.84056 -1.25574
H -3.47654 2.07097 0.97369
H -2.40086 1.28879 2.27352
H -0.05523 0.13466 1.56394
H 1.85975 -0.69360 -1.90133
H 1.42133 0.91122 -2.10402
H 0.26399 -0.30742 -2.22344
H 1.87553 -0.16028 1.47717
H 2.54154 -1.04862 0.31289
H 0.11722 -4.01526 0.33492
*
```

Calculated values
Orbital gap (spin up / spin down) = 7.319 / 7.399 eV

---

Entry 2:
Below is one molecule with the formula C4H9NO, with properties calculated with wB97M-V/def2-TZVPD.

ORCA input file:
```
! wB97M-V def2-TZVPD RIJCOSX def2/J DEFGRID3
* xyz 0 1
C -1.74205 0.75484 0.11937
C -1.19372 -0.49049 -0.48676
C 0.03802 -1.02956 0.23522
C 1.18340 -0.00994 0.19900
N 2.40775 -0.55901 -0.01384
O 3.48863 0.36888 -0.19950
H -1.17073 1.65580 -0.34612
H -1.78469 0.65418 1.30719
H -2.86274 1.13191 -0.15402
H -0.84972 -0.20492 -1.54780
H -1.91784 -1.35112 -0.53948
H 0.33846 -1.98636 -0.19592
H -0.05086 -1.40848 1.29031
H 0.91115 1.25241 0.18451
H 3.20492 1.22186 0.14783
*
```

Calculated values
Structure (SMILES) = CCC/C=N/O
Orbital gap = 10.569 eV

---

Entry 3:
Below is C3H4MgNaO3 as an isolated structure, with properties calculated with wB97M-V/def2-TZVPD.

ORCA input file:
```
! wB97M-V def2-TZVPD RIJCOSX def2/J DEFGRID3
* xyz 2 2
O 1.35388 0.02027 -0.04615
C 0.35341 -0.56392 0.41832
C -0.13979 -1.89477 0.05580
Mg 3.31734 -0.87623 -0.46979
Na 1.60297 2.68301 0.33271
H -0.30204 0.01462 1.09289
H 0.17485 -2.07913 -0.99944
H -1.19841 -1.95890 0.35358
H 0.40840 -2.62105 0.67799
O -2.83541 1.85046 -0.68023
C -1.87527 2.48019 -0.53934
O -0.85993 2.94545 -0.19634
*
```

Calculated values
Orbital gap (spin up / spin down) = 7.486 / 10.856 eV

---

Entry 4:
Below is C24H23N10O4PRuS2 as an isolated structure, with properties calculated with wB97M-V/def2-TZVPD.

ORCA input file:
```
! wB97M-V def2-TZVPD RIJCOSX def2/J DEFGRID3
* xyz -1 6
Ru 0.19350 0.09136 -0.42410
C 4.17400 -2.79254 2.98527
N 3.48486 -2.29518 1.81134
C 3.87673 -2.48176 0.51305
C 2.94804 -1.85777 -0.26004
N 1.98789 -1.30747 0.54118
C 2.33496 -1.57132 1.78108
P 1.37902 -1.11420 3.24710
C -0.23141 -1.74274 2.68937
N -0.83952 -1.41263 1.57324
C -1.98581 -2.14889 1.51602
C -2.06804 -2.94605 2.62049
N -0.94732 -2.68545 3.36626
C -0.58687 -3.32395 4.61617
C 1.12735 0.64058 2.88640
N 0.55640 1.13374 1.80684
C 0.54207 2.49171 1.95898
C 1.11798 2.81663 3.14919
N 1.48862 1.63506 3.73810
C 2.17840 1.49192 5.00459
H 5.03319 -3.37127 2.65524
H 3.52516 -3.43991 3.57388
H 4.51987 -1.96961 3.61064
H 4.74492 -3.06100 0.25676
H 2.90887 -1.76199 -1.32865
H -2.66115 -2.05607 0.68352
H -2.79847 -3.67070 2.93223
H -1.36737 -4.03565 4.87392
H -0.49851 -2.58995 5.41621
H 0.35605 -3.86085 4.52084
H 0.15954 3.12786 1.18244
H 1.31952 3.76567 3.61288
H 2.27020 2.47637 5.45749
H 3.17685 1.08111 4.85751
H 1.62320 0.84409 5.68144
C 0.68259 -0.72025 -4.06105
C -0.37246 0.34088 -3.95882
C -0.78018 1.00976 -5.14158
C -1.73383 1.97076 -5.08145
C -2.34236 2.27240 -3.84219
C -3.36456 3.24236 -3.73158
C -3.93936 3.47715 -2.51726
C -3.52256 2.74820 -1.38697
C -2.53060 1.79552 -1.45102
S -2.12596 0.87430 -0.02120
C -1.89588 1.55587 -2.70996
N -0.89628 0.62714 -2.78892
H 0.94277 -0.89907 -5.10459
H 0.32972 -1.64281 -3.60482
H 1.56725 -0.40464 -3.50813
H -0.30543 0.74969 -6.07824
H -2.04761 2.50768 -5.96948
H -3.67418 3.78445 -4.61734
H -4.72090 4.21960 -2.41647
H -3.99199 2.92750 -0.42781
N -0.24014 -2.04597 -1.26622
C 0.01961 -3.14847 -0.98009
N 0.16837 -4.39873 -0.70145
C 1.36297 -4.91684 -0.48554
N 2.35821 -5.47132 -0.26647
O 3.03864 1.85641 0.02738
S 2.24007 1.84585 -1.19130
O 2.76050 2.66587 -2.26106
O 0.79811 2.21736 -0.86401
O 2.03529 0.40264 -1.65747
*
```

Calculated values
Orbital gap (spin up / spin down) = 6.580 / 6.725 eV

---

| no. | molecular weight (g mol⁻¹) | energy (hartree) |
| --- | --- | --- |
| 1 | 156.04 | -1187.3182 |
| 2 | 87.12 | -287.6694 |
| 3 | 135.36 | -704.2596 |
| 4 | 711.69 | -3009.6031 |